119
Properties=species:S:1:pos:R:3 method="wB97M-V/def2-TZVPD" spin_multiplicity=1 smiles=COC[C@H](C)N.COC[C@H](C)N.COC[C@H](C)N.COC[C@H](C)N.COC[C@H](C)N.COC[C@H](C)N.COC[C@H](C)N e_tot_ha=-2022.65081 total_charge=0 e_homo_ev=-8.60 e_above_lowest_kj_mol=579.22
C 4.433 -0.252 0.735
C 5.042 -1.500 0.127
C 4.134 -2.396 -0.790
O 4.806 -3.281 -1.642
C 5.618 -4.259 -1.000
N 6.028 -0.899 -0.701
H 5.244 0.249 1.264
H 3.618 -0.609 1.364
H 4.039 0.464 0.014
H 5.666 -2.053 0.829
H 3.549 -1.692 -1.381
H 3.309 -2.913 -0.299
H 5.693 -4.147 0.081
H 6.569 -3.980 -1.454
H 5.250 -5.218 -1.364
H 5.592 -0.364 -1.438
H 6.571 -1.580 -1.212
C 0.646 0.321 0.113
C 1.025 -0.161 -1.234
C 0.227 -1.292 -1.730
O -1.145 -0.883 -1.857
C -2.053 -2.045 -1.622
N 1.093 0.915 -2.139
H 0.635 -0.524 0.801
H -0.384 0.638 -0.050
H 1.370 1.083 0.403
H 2.024 -0.481 -0.939
H 0.237 -2.019 -0.918
H 0.531 -1.667 -2.707
H -1.681 -2.904 -2.181
H -3.036 -1.742 -1.982
H -2.165 -2.317 -0.573
H 0.380 1.537 -1.787
H 0.634 0.606 -2.983
C -0.269 3.957 0.139
C -0.844 4.684 -1.085
C -0.341 6.211 -1.188
O -1.165 7.130 -0.374
C -0.756 8.499 -0.543
N -0.544 3.965 -2.290
H -0.746 4.442 0.991
H 0.812 3.867 0.244
H -0.806 3.008 0.155
H -1.914 4.495 -1.167
H -0.538 6.594 -2.189
H 0.727 6.313 -0.994
H 0.106 8.788 0.059
H -1.579 9.188 -0.355
H -0.313 8.644 -1.528
H -0.976 4.453 -3.061
H -1.026 3.078 -2.311
C -8.147 -1.131 1.920
C -7.423 0.041 1.178
C -7.633 0.095 -0.363
O -7.262 -1.101 -1.102
C -5.897 -1.505 -0.870
N -7.736 1.317 1.734
H -7.647 -1.005 2.880
H -7.938 -2.116 1.502
H -9.155 -0.748 2.079
H -6.381 -0.140 1.444
H -7.241 0.992 -0.842
H -8.695 0.014 -0.594
H -5.518 -2.172 -1.645
H -5.980 -2.209 -0.042
H -5.159 -0.766 -0.559
H -7.422 2.008 1.068
H -7.335 1.544 2.632
C 3.046 2.990 2.751
C 3.577 2.601 4.143
C 4.707 3.494 4.646
O 5.613 2.776 5.407
C 5.284 2.909 6.771
N 2.410 2.570 4.953
H 2.760 4.041 2.690
H 2.130 2.438 2.540
H 3.797 2.865 1.971
H 3.979 1.593 4.045
H 4.275 4.434 4.988
H 5.249 3.786 3.746
H 6.063 2.405 7.343
H 4.267 2.574 6.978
H 5.340 3.961 7.053
H 1.720 1.967 4.526
H 2.568 2.171 5.867
C 5.871 0.307 -4.928
C 4.405 0.104 -4.550
C 3.922 -1.300 -4.642
O 3.526 -1.747 -5.887
C 3.152 -3.127 -5.977
N 4.147 0.646 -3.247
H 6.134 1.243 -5.420
H 6.173 -0.461 -5.641
H 6.548 0.127 -4.093
H 3.770 0.719 -5.187
H 3.064 -1.462 -3.990
H 4.663 -1.993 -4.246
H 4.077 -3.702 -5.952
H 2.768 -3.371 -6.967
H 2.391 -3.374 -5.237
H 4.082 1.642 -3.406
H 3.198 0.514 -2.928
C -4.184 -2.600 2.146
C -4.405 -4.097 1.878
C -5.681 -4.796 2.311
O -5.625 -6.205 2.243
C -6.756 -6.870 2.739
N -4.052 -4.341 0.458
H -3.496 -1.906 1.663
H -3.981 -2.445 3.206
H -5.173 -2.145 2.085
H -3.694 -4.658 2.485
H -6.510 -4.491 1.673
H -5.844 -4.526 3.355
H -6.845 -6.545 3.776
H -6.857 -7.955 2.748
H -7.701 -6.450 2.395
H -4.715 -4.047 -0.246
H -3.909 -5.328 0.299

122
Properties=species:S:1:pos:R:3 method="wB97M-V/def2-TZVPD" spin_multiplicity=1 smiles=COC[C@H](C)N.COC[C@H](C)N.COC[C@H](C)N.COC[C@H](C)N.COC[C@H](C)N.COC[C@H](C)N.OCCO.OCCO e_tot_ha=-2194.34603 total_charge=0 e_homo_ev=-8.83 e_above_lowest_kj_mol=544.07
C -0.756 -3.023 -1.905
C -1.724 -2.591 -0.833
O -0.925 -1.995 0.157
O 0.453 -3.558 -1.311
H -0.498 -2.189 -2.565
H -1.180 -3.805 -2.524
H -2.270 -3.407 -0.413
H -2.411 -1.882 -1.339
H -1.420 -2.058 0.995
H 0.607 -3.017 -0.512
C -4.088 1.064 -0.902
C -4.800 1.427 -2.221
O -5.727 0.452 -2.673
O -3.475 2.240 -0.420
H -3.326 0.281 -1.111
H -4.854 0.653 -0.160
H -4.108 1.464 -3.076
H -5.286 2.391 -2.093
H -6.321 0.157 -1.917
H -2.518 2.106 -0.454
C 5.317 1.501 3.263
C 4.143 1.954 2.403
C 2.929 2.442 3.216
O 3.214 3.556 3.996
C 2.084 4.004 4.685
N 4.437 2.905 1.401
H 5.796 2.354 3.743
H 5.921 0.844 2.663
H 4.992 0.897 4.104
H 3.772 1.091 1.856
H 2.544 1.581 3.817
H 2.031 2.636 2.579
H 1.751 3.253 5.382
H 1.267 4.150 3.975
H 2.332 4.958 5.151
H 3.588 3.147 0.956
H 4.887 3.732 1.819
C -5.623 -1.956 -5.503
C -4.164 -2.098 -4.974
C -3.351 -0.806 -5.224
O -3.185 -0.572 -6.636
C -2.451 0.558 -7.100
N -4.050 -2.290 -3.527
H -6.046 -1.101 -4.967
H -6.161 -2.931 -5.239
H -5.728 -1.838 -6.613
H -3.606 -2.919 -5.500
H -2.401 -0.893 -4.681
H -3.823 0.094 -4.761
H -1.502 0.642 -6.529
H -3.097 1.411 -6.932
H -2.205 0.431 -8.132
H -4.408 -3.194 -3.267
H -4.598 -1.657 -3.033
C -3.637 1.416 3.717
C -2.256 1.719 3.083
C -1.983 3.210 3.192
O -0.688 3.555 2.651
C -0.815 4.784 2.051
N -1.269 0.960 3.835
H -4.436 2.089 3.312
H -3.555 1.358 4.788
H -3.992 0.395 3.551
H -2.297 1.382 2.076
H -1.987 3.465 4.206
H -2.730 3.786 2.631
H 0.164 4.983 1.587
H -1.198 5.590 2.700
H -1.529 4.660 1.225
H -0.312 1.380 3.691
H -1.379 0.899 4.855
C 0.240 -2.514 4.969
C -0.280 -3.006 3.580
C -1.069 -4.298 3.700
O -1.707 -4.720 2.552
C -0.800 -5.203 1.552
N -1.224 -1.949 3.134
H 1.143 -3.108 5.392
H -0.644 -2.685 5.609
H 0.539 -1.518 5.019
H 0.553 -3.183 2.909
H -1.849 -4.142 4.459
H -0.388 -5.152 4.058
H -0.199 -4.342 1.210
H -1.444 -5.489 0.719
H -0.158 -6.003 1.992
H -0.967 -0.991 3.353
H -2.017 -2.174 3.670
C 0.816 2.578 -1.206
C 0.178 1.250 -1.066
C 1.186 0.190 -0.618
O 1.737 0.500 0.653
C 1.729 -0.615 1.470
N -0.960 1.287 -0.152
H 0.016 3.328 -0.994
H 1.288 2.631 -2.200
H 1.620 2.688 -0.502
H -0.245 0.864 -1.966
H 2.034 0.284 -1.314
H 0.649 -0.735 -0.736
H 1.740 -0.298 2.515
H 2.584 -1.249 1.150
H 0.780 -1.185 1.417
H -1.285 0.316 -0.017
H -0.662 1.586 0.773
C 6.470 0.881 -2.304
C 5.126 0.171 -1.976
C 5.028 -1.189 -2.597
O 4.754 -1.026 -3.958
C 5.102 -2.199 -4.772
N 4.919 0.052 -0.499
H 6.548 0.912 -3.410
H 7.315 0.380 -1.735
H 6.479 1.911 -1.982
H 4.271 0.777 -2.332
H 4.244 -1.772 -2.086
H 5.939 -1.799 -2.378
H 4.371 -2.997 -4.563
H 6.160 -2.424 -4.489
H 5.085 -1.818 -5.782
H 5.271 0.951 -0.083
H 3.899 0.018 -0.406

132
Properties=species:S:1:pos:R:3 method="wB97M-V/def2-TZVPD" spin_multiplicity=1 e_tot_ha=-3643.78195 total_charge=+1 e_homo_ev=-10.54 e_above_lowest_kj_mol=0.00
Pb 10.463 19.192 -17.599
N 10.004 16.861 -17.205
S 8.873 16.003 -16.585
O 8.814 16.001 -15.138
O 8.287 14.910 -17.290
F 7.769 17.173 -16.831
S 10.958 15.474 -17.511
O 10.701 14.832 -18.761
O 11.337 14.683 -16.375
F 12.342 16.229 -17.749
O 10.673 12.434 -14.804
H 10.993 13.234 -15.250
H 10.873 11.716 -15.414
C 8.042 21.935 -18.990
C 7.680 21.358 -17.624
C 6.287 21.770 -17.195
O 6.160 21.377 -15.842
C 4.920 21.695 -15.267
N 7.859 19.895 -17.639
H 8.212 23.015 -18.961
H 7.273 21.787 -19.752
H 8.978 21.552 -19.406
H 8.425 21.734 -16.912
H 5.562 21.225 -17.812
H 6.121 22.847 -17.299
H 4.793 22.789 -15.265
H 4.870 21.367 -14.233
H 4.043 21.355 -15.830
H 7.488 19.629 -16.723
H 7.174 19.458 -18.297
C 13.442 15.001 -22.763
C 13.137 13.587 -22.274
C 14.352 12.919 -21.638
O 15.411 12.918 -22.581
C 16.593 12.449 -21.957
N 12.045 13.598 -21.301
H 13.581 15.701 -21.936
H 12.611 15.389 -23.357
H 14.335 14.978 -23.392
H 12.864 13.000 -23.154
H 14.171 11.921 -21.237
H 14.641 13.545 -20.779
H 17.446 12.420 -22.630
H 16.478 11.422 -21.597
H 16.835 13.077 -21.096
H 11.162 13.864 -21.731
H 12.148 14.381 -20.659
C 4.073 15.486 -15.014
C 5.366 15.051 -15.696
C 5.806 13.668 -15.238
O 6.041 13.710 -13.837
C 6.737 12.595 -13.323
N 5.251 15.067 -17.146
H 3.205 15.052 -15.513
H 3.985 16.571 -14.964
H 4.073 15.136 -13.981
H 6.130 15.767 -15.386
H 6.738 13.341 -15.710
H 4.993 12.948 -15.405
H 6.149 11.676 -13.364
H 7.056 12.764 -12.294
H 7.688 12.493 -13.860
H 4.600 14.360 -17.485
H 6.134 14.672 -17.469
C 10.022 17.175 -21.977
C 10.400 17.734 -20.583
C 11.870 18.187 -20.642
O 12.216 18.819 -19.431
C 13.503 19.408 -19.497
N 9.588 18.845 -20.095
H 9.013 16.770 -22.013
H 10.710 16.373 -22.241
H 10.103 17.975 -22.716
H 10.237 16.934 -19.860
H 12.071 18.840 -21.502
H 12.491 17.319 -20.892
H 14.319 18.681 -19.527
H 13.700 20.028 -18.621
H 13.543 20.073 -20.363
H 9.498 19.551 -20.824
H 8.637 18.531 -19.914
C 6.554 16.372 -20.016
C 6.063 17.650 -20.654
C 4.684 17.527 -21.273
O 4.319 18.766 -21.814
C 3.013 18.786 -22.372
N 5.989 18.693 -19.583
H 6.338 15.489 -20.622
H 6.079 16.199 -19.041
H 7.596 16.327 -19.689
H 6.834 17.948 -21.373
H 4.003 17.207 -20.471
H 4.635 16.712 -22.006
H 2.292 18.619 -21.572
H 2.953 18.091 -23.212
H 2.801 19.760 -22.811
H 5.381 18.289 -18.867
H 5.384 19.383 -20.041
C 11.179 14.782 -12.235
C 9.682 14.722 -11.964
C 9.300 14.199 -10.580
O 9.846 12.905 -10.428
C 9.371 12.245 -9.267
N 9.087 16.056 -12.125
H 11.590 13.793 -12.027
H 11.754 15.442 -11.584
H 11.282 15.039 -13.291
H 9.163 14.055 -12.659
H 8.219 14.241 -10.397
H 9.734 14.842 -9.800
H 9.227 12.905 -8.410
H 10.122 11.483 -9.054
H 8.454 11.694 -9.497
H 8.075 15.987 -12.076
H 9.293 16.396 -13.055
C 13.305 17.789 -13.996
C 12.121 18.094 -14.928
C 11.019 18.841 -14.188
O 9.984 19.247 -15.095
C 8.796 19.605 -14.366
N 12.581 18.923 -16.084
H 14.075 17.139 -14.410
H 12.923 17.383 -13.059
H 13.811 18.736 -13.776
H 11.859 17.115 -15.330
H 11.392 19.734 -13.678
H 10.605 18.125 -13.472
H 8.162 18.739 -14.184
H 8.322 20.395 -14.947
H 9.052 20.085 -13.419
H 13.451 18.467 -16.370
H 12.981 19.743 -15.614

125
Properties=species:S:1:pos:R:3 method="wB97M-V/def2-TZVPD" spin_multiplicity=1 smiles=COC[C@H](C)N.COC[C@H](C)N.COC[C@H](C)N.COC[C@H](C)N.COC[C@H](C)N.OCCO.OCCO.OCCO.OCCO e_tot_ha=-2365.74709 total_charge=0 e_homo_ev=-8.98 e_above_lowest_kj_mol=596.18
C -2.309 4.847 3.784
C -1.740 6.063 3.025
C -0.497 5.797 2.283
O 0.550 5.525 3.225
C 0.800 4.085 3.362
N -2.815 6.686 2.238
H -1.704 4.581 4.650
H -2.392 4.013 3.088
H -3.290 5.227 4.072
H -1.342 6.771 3.752
H -0.208 6.660 1.684
H -0.772 5.183 1.425
H 1.338 4.026 4.308
H 1.561 3.638 2.722
H -0.101 3.497 3.540
H -2.375 7.437 1.725
H -3.385 7.216 2.882
C 5.121 1.458 4.448
C 4.686 1.004 3.035
C 5.813 0.574 2.016
O 5.287 0.337 0.703
C 6.172 -0.395 -0.153
N 3.869 -0.183 3.292
H 5.754 0.755 4.990
H 4.270 1.542 5.124
H 5.655 2.397 4.303
H 3.998 1.815 2.795
H 6.206 -0.311 2.515
H 6.567 1.338 1.825
H 6.900 0.274 -0.612
H 5.571 -0.888 -0.917
H 6.491 -1.295 0.373
H 4.423 -1.011 3.462
H 3.386 -0.473 2.454
C -0.144 -6.941 0.403
C 0.782 -6.852 1.622
C 1.464 -5.458 1.825
O 2.610 -5.282 0.997
C 2.938 -3.920 0.761
N -0.012 -7.212 2.773
H 0.005 -6.275 -0.447
H -1.217 -6.858 0.577
H -0.142 -7.970 0.046
H 1.552 -7.614 1.747
H 1.967 -5.286 2.777
H 0.690 -4.707 1.665
H 2.494 -3.459 -0.122
H 3.988 -3.918 0.468
H 3.007 -3.223 1.596
H 0.533 -7.088 3.615
H -0.624 -6.411 2.836
C -7.481 -0.025 0.374
C -6.425 -1.156 0.227
C -5.021 -0.655 0.748
O -4.905 -0.594 2.165
C -3.866 0.216 2.628
N -6.633 -2.448 0.846
H -7.220 0.742 1.104
H -8.474 -0.473 0.384
H -7.398 0.476 -0.590
H -6.475 -1.244 -0.858
H -4.816 0.369 0.433
H -4.292 -1.305 0.264
H -3.743 -0.213 3.622
H -4.362 1.186 2.608
H -2.952 0.092 2.048
H -5.774 -2.952 1.016
H -6.862 -2.300 1.818
C -2.003 -0.131 -3.168
C -1.958 0.901 -4.291
C -3.275 0.931 -5.095
O -3.802 -0.266 -5.525
C -2.858 -0.887 -6.446
N -1.673 2.308 -3.912
H -2.573 0.277 -2.333
H -0.992 -0.223 -2.772
H -2.295 -1.127 -3.502
H -1.193 0.386 -4.873
H -3.112 1.638 -5.908
H -4.065 1.299 -4.440
H -1.902 -1.189 -6.020
H -2.514 -0.376 -7.345
H -3.460 -1.747 -6.740
H -1.693 2.945 -4.696
H -0.763 2.321 -3.475
C -2.043 -4.110 -2.652
C -3.091 -3.861 -1.502
O -2.516 -3.725 -0.199
O -0.978 -3.104 -2.850
H -2.613 -4.114 -3.582
H -1.621 -5.115 -2.647
H -3.763 -4.720 -1.512
H -3.537 -2.921 -1.825
H -1.998 -2.920 -0.274
H -0.527 -3.027 -2.005
C 4.065 4.810 -0.407
C 2.630 4.585 -0.818
O 2.441 4.606 -2.178
O 4.264 5.291 0.908
H 4.561 5.560 -1.022
H 4.666 3.903 -0.476
H 1.891 5.299 -0.454
H 2.181 3.711 -0.345
H 1.799 3.929 -2.405
H 4.106 6.235 0.981
C -0.227 -0.211 0.363
C 1.126 0.432 0.311
O 2.125 -0.374 0.894
O -0.207 -1.411 -0.326
H -1.077 0.323 -0.062
H -0.342 -0.509 1.405
H 1.135 1.415 0.782
H 1.178 0.723 -0.738
H 3.021 -0.041 0.809
H 0.278 -1.977 0.279
C 2.112 -0.289 -3.462
C 3.260 -0.780 -2.501
O 3.355 -2.198 -2.680
O 2.230 1.113 -3.653
H 1.128 -0.394 -3.004
H 2.080 -0.797 -4.425
H 3.032 -0.561 -1.457
H 4.129 -0.264 -2.909
H 4.081 -2.338 -3.292
H 3.124 1.329 -3.925